# C44H88O22S11

11 unconnected molecules or ions with the total composition C44H88O22S11 at a distorted geometry (the ωB97M-V functional and the def2-TZVPD basis, the OMol25 dataset).

```
! wB97M-V def2-TZVPD RIJCOSX def2/J DEFGRID3
* xyz 0 1
C 10.047 17.260 17.205
H 10.925 17.572 16.626
H 12.849 17.989 15.447
H 15.419 11.258 9.071
O 18.441 24.089 13.708
H 20.406 22.957 14.917
O 20.998 13.992 13.653
H 18.716 19.658 13.668
S 11.313 16.942 10.451
H 15.974 17.148 18.611
H 9.760 19.274 8.123
H 16.543 19.144 11.452
H 10.124 15.227 16.566
H 11.719 9.533 16.240
H 11.721 18.858 11.894
C 11.792 14.535 19.838
H 10.710 14.464 20.009
C 10.569 19.460 10.156
S 17.664 15.462 19.056
H 14.920 14.038 21.236
O 15.660 12.359 11.522
S 13.281 11.085 15.489
H 17.358 19.939 14.628
C 15.972 19.025 10.531
H 19.818 12.761 16.729
S 20.290 14.335 14.874
C 14.769 20.009 10.549
H 17.634 21.210 12.098
S 14.070 13.318 19.025
C 15.048 10.854 15.981
H 17.495 14.056 16.110
S 15.207 13.211 10.445
H 10.105 16.594 8.487
H 9.906 20.272 10.442
C 12.783 13.221 9.399
H 11.968 13.253 17.942
H 14.281 19.499 20.874
H 15.670 17.985 10.396
H 16.182 21.531 8.513
H 13.808 14.052 14.032
S 8.415 18.150 15.378
H 14.788 14.713 15.244
O 15.793 14.455 9.999
H 12.450 15.294 15.689
H 19.492 16.786 19.992
H 13.074 21.030 16.988
O 11.594 20.523 19.160
O 17.739 14.260 18.242
H 15.865 8.982 16.619
C 14.901 15.885 13.480
H 20.839 21.585 13.844
O 14.529 11.955 19.296
H 8.894 18.363 9.282
C 18.450 12.487 15.031
C 12.740 14.379 21.080
C 14.167 14.367 20.509
C 12.960 15.840 14.904
O 13.153 10.523 14.153
C 19.281 17.185 17.924
O 10.436 15.884 10.926
H 14.518 19.947 17.305
H 13.707 8.327 15.860
H 15.846 20.249 19.281
C 12.237 13.303 19.002
H 8.637 15.795 17.399
H 9.532 19.433 17.075
H 13.909 19.592 11.059
H 18.512 12.160 13.974
O 16.126 17.629 14.994
H 17.979 18.434 19.028
C 19.063 21.201 15.119
C 18.173 20.484 14.156
H 20.512 11.972 15.230
C 15.036 9.616 16.908
H 15.437 22.197 17.843
C 14.903 12.197 8.890
H 19.328 16.622 16.983
H 18.394 15.847 14.998
H 13.287 14.487 11.147
H 13.933 22.629 18.690
C 15.805 20.515 8.307
H 12.519 10.373 17.686
H 16.671 16.498 17.072
H 14.484 15.889 12.465
H 17.717 18.568 17.281
H 15.746 21.643 20.399
H 11.719 13.087 9.362
H 12.979 14.105 8.774
O 14.543 14.171 17.932
C 17.949 17.867 18.096
C 10.719 17.429 8.806
C 9.402 16.043 16.658
C 13.717 8.911 16.789
H 7.820 15.751 15.108
S 12.869 19.843 19.035
H 11.609 17.535 8.182
H 15.967 15.632 13.468
O 18.082 20.451 9.721
O 14.462 18.551 13.364
H 12.626 13.424 21.585
O 9.403 18.761 14.471
H 14.017 19.308 8.621
H 13.681 21.001 8.790
C 19.310 16.172 19.100
H 10.093 18.258 11.987
H 15.884 20.222 7.250
C 20.036 22.103 14.366
H 16.778 13.701 14.442
C 14.617 21.808 18.444
H 10.487 17.129 18.195
C 13.800 20.667 17.709
O 6.983 18.432 15.284
O 20.938 15.279 15.791
O 17.409 18.381 8.370
C 12.624 9.906 16.709
H 15.226 12.822 8.048
C 9.908 18.659 9.007
H 12.042 12.361 19.513
C 13.436 12.005 8.875
O 17.073 15.394 20.377
C 13.514 17.119 15.428
H 13.057 11.758 7.882
H 12.334 15.984 14.000
C 17.661 13.772 15.079
S 17.048 19.536 9.203
H 15.195 9.933 17.945
S 14.884 17.494 14.258
C 13.972 20.417 20.364
O 12.977 18.413 18.868
C 10.868 18.518 11.282
O 19.596 22.821 11.736
H 18.484 15.012 13.393
C 14.439 20.233 9.009
O 12.761 16.821 10.440
C 8.733 16.311 15.320
H 18.419 21.888 15.698
H 13.212 11.194 9.559
S 18.991 22.862 13.081
C 19.808 12.693 15.637
H 15.149 20.903 11.055
C 15.188 21.038 19.679
O 12.858 12.420 15.872
C 9.131 18.428 17.097
H 19.998 15.343 18.926
H 15.390 11.779 16.451
H 13.157 12.674 11.457
H 13.400 21.177 20.902
H 11.483 19.923 9.806
H 17.969 11.612 15.491
H 8.275 18.420 17.776
C 16.878 16.814 18.105
H 9.435 16.197 14.493
C 13.380 13.472 10.748
C 14.107 15.005 14.448
H 16.756 21.932 13.477
H 20.102 17.879 17.789
H 13.544 8.288 17.664
H 15.539 10.566 15.037
H 13.908 16.938 16.428
H 14.446 15.356 20.111
H 12.572 15.171 21.798
C 17.699 21.542 13.132
H 19.662 20.638 15.817
H 12.131 15.483 19.379
C 18.549 14.908 14.475
*
```

Summary:
E_LUMO ... 0.0029 Ha
SMILES ... O=S1(=O)CCCC1.O=S1(=O)CCCC1.O=S1(=O)CCCC1.O=S1(=O)CCCC1.O=S1(=O)CCCC1.O=S1(=O)CCCC1.O=S1(=O)CCCC1.O=S1(=O)CCCC1.O=S1(=O)CCCC1.O=S1(=O)CCCC1.O=S1(=O)CCCC1
Kohn-Sham gap ... 9.940 eV
HOMO energy ... -9.862 eV
Energy relative to the best compared isomer or geometry (same formula, charge and spin) ... 12.0 kcal per mole
E ... -211283.432 eV

Mulliken atomic charge list, values in e, 99 entries:
1. C 0.812
2. H -0.683
3. H 0.745
4. H 0.385
5. O -0.674
6. H 0.481
7. O -0.704
8. H 0.246
9. S 1.344
10. H 0.167
11. H 0.399
12. H -0.173
13. H -0.026
14. H 0.517
15. H 0.103
16. C 0.208
17. H 0.444
18. C -0.289
19. S 1.115
20. H 0.554
21. O -0.621
22. S 0.908
23. H -0.357
24. C 0.003
25. H 0.319
26. S 1.187
27. C 0.319
28. H -0.353
29. S 1.425
30. C -0.059
31. H -0.873
32. S 1.199
33. H 0.443
34. H 0.416
35. C -0.510
36. H 0.209
37. H 0.349
38. H 0.227
39. H 0.384
40. H 0.549
41. S 1.039
42. H -0.606
43. O -0.605
44. H 0.059
45. H 0.300
46. H 0.558
47. O -0.722
48. O -0.650
49. H 0.377
50. C 0.250
51. H 0.407
52. O -0.855
53. H 0.308
54. C -0.665
55. C -1.135
56. C -0.294
57. C 0.023
58. O -0.676
59. C -0.103
60. O -0.817
61. H -0.077
62. H 0.308
63. H -0.070
64. C -1.030
65. H 0.515
66. H 0.461
67. H -0.478
68. H 0.393
69. O -0.125
70. H 0.282
71. C -0.639
72. C 0.364
73. H 0.537
74. C -0.697
75. H 0.366
76. C -0.775
77. H -0.293
78. H -0.241
79. H -0.767
80. H 0.359
81. C -0.933
82. H 0.047
83. H -0.619
84. H -0.379
85. H -0.027
86. H 0.403
87. H 0.432
88. H 0.231
89. O -0.408
90. C -0.483
91. C -0.881
92. C -0.456
93. C -0.725
94. H 0.447
95. S 1.027
96. H 0.358
97. H -0.016
98. O -0.627
99. O -0.524